23
Properties=species:S:1:pos:R:3:forces:R:3 method="wB97M-V/def2-TZVPD" homo_ha="0.0547 / 0.0547" e_lumo_ev="4.90 / 4.90" charge=-2 multiplicity=5
Ho -2.8497 0.6412 -1.0697 2.7 -0.8 -1.5
Cl -4.7087 2.0332 -0.2030 -0.9 0.5 0.3
C -3.0506 -1.3756 -2.1909 -0.7 -0.9 -0.2
C -1.6347 1.6265 -2.9605 -0.5 0.0 0.7
H -2.9142 -1.6799 -3.2294 0.3 0.6 -0.4
H -2.5306 -2.1892 -1.6705 0.2 0.2 0.4
H -4.1047 -1.6326 -2.0512 -0.7 -0.2 0.2
H -1.9413 1.1171 -3.8867 -0.1 0.1 0.2
H -0.5354 1.6904 -2.9769 -0.4 0.0 0.3
H -2.0939 2.6274 -2.9215 0.2 0.3 -0.5
Cd 2.1581 0.1758 -0.2710 -0.7 0.5 -0.8
C 2.4508 1.2794 1.5513 0.3 -0.5 0.5
C 1.8489 -0.6030 -2.1282 -1.0 -0.5 -1.0
H 3.5308 1.4770 1.5147 -0.1 0.4 0.4
H 1.8608 2.1879 1.7480 0.3 -0.2 -0.3
H 2.2754 0.6030 2.4035 0.1 0.1 -0.1
H 1.5556 0.0109 -3.0259 0.7 -0.1 0.8
H 1.0730 -1.4224 -2.1471 0.7 0.4 0.3
O -1.1219 -0.5787 2.5819 -0.2 0.0 0.0
Cl -0.8760 -1.2406 1.3405 1.5 0.0 -1.4
O -1.6414 -2.4490 1.1990 -0.1 0.6 0.1
O -1.2797 -0.2721 0.2231 0.2 -0.9 1.5
O 0.5407 -1.5346 1.1734 -1.7 0.3 0.3

=====

25
Properties=species:S:1:pos:R:3:forces:R:3 method="wB97M-V/def2-TZVPD" homo_ha="-0.3214 / -0.3200" e_lumo_ev="-1.42 / -1.53" charge=0 multiplicity=2
Ce 1.0496 -1.8008 1.4196 0.8 0.7 -0.8
Cl 2.4957 0.0507 -0.2802 -0.1 -0.3 0.1
C 0.8657 0.2102 2.5418 0.0 -0.1 0.3
H 0.2091 0.0166 3.4013 0.1 0.1 -0.1
H 0.4528 1.0068 1.9111 0.2 -0.1 0.1
H 1.8870 0.4536 2.8836 -0.4 0.1 -0.1
Ce 0.1892 0.4871 -1.8834 1.7 -0.6 -0.7
C -0.5370 -0.0439 -4.0418 0.1 -0.1 0.2
C 1.5012 2.3269 -2.5853 0.0 -0.3 0.2
C -1.4564 1.7066 -1.1139 -1.4 0.8 0.8
H 0.9179 3.1185 -2.0724 0.3 -0.1 -0.3
H 2.4934 2.2091 -2.1222 -0.3 0.3 -0.3
H 1.5593 2.4930 -3.6698 0.0 0.1 0.3
H -1.6315 0.0571 -3.9712 0.1 -0.1 -0.2
H -0.1233 0.7314 -4.7056 -0.2 -0.3 0.0
H -0.2541 -1.0527 -4.3661 -0.2 0.2 -0.2
H -1.9155 1.6023 -0.1140 0.0 0.3 -0.5
H -1.9373 2.4434 -1.7855 0.0 -0.2 0.5
F 2.8227 -2.7240 1.9184 -0.3 0.0 0.0
Te -1.7419 -2.9921 3.8962 0.5 1.7 -0.6
F -2.8480 -1.8859 2.8337 0.4 -0.4 0.6
F -2.9276 -2.3647 5.3438 0.8 -0.3 -0.9
F -0.1032 -1.4173 -0.5264 0.0 -0.1 0.1
F -0.4731 -1.8374 4.7319 -0.8 -0.6 -0.2
O -0.4945 -2.7946 2.3562 -1.2 -0.7 1.4

=====

19
Properties=species:S:1:pos:R:3:forces:R:3 method="wB97M-V/def2-TZVPD" homo_ha=-0.1606 e_lumo_ev=3.02 charge=-1 multiplicity=1
C 2.6212 0.8445 0.1693 0.2 0.1 0.1
C 2.1529 2.1032 0.0242 0.1 -0.1 -0.2
C 0.7540 2.5386 -0.2804 -0.3 0.4 2.4
Nb -1.0052 1.1005 -0.0595 1.1 0.3 -2.1
F -1.0909 0.6203 -1.8920 -0.1 -0.1 -0.3
H 3.4931 0.5153 -0.3892 1.0 0.5 1.1
H 2.2033 0.1229 0.8569 -1.1 -0.5 -1.1
H 2.8987 2.9044 0.0756 0.3 0.0 -1.4
H 0.7650 2.9223 -1.3034 0.0 -0.2 -0.2
H 0.5261 3.4072 0.3540 -0.1 0.2 -0.2
H -2.2629 2.4391 -0.3075 -0.3 -0.5 0.6
H -2.5384 0.1422 0.2843 0.0 0.3 0.5
H -0.1774 -0.4333 0.4873 -0.7 0.0 0.6
H -1.1869 1.5430 1.6864 0.0 0.0 0.2
C -1.5478 -4.2304 0.0230 -0.2 0.0 0.1
Cl 0.1543 -4.6496 -0.2892 0.0 0.0 0.0
Cl -1.7304 -2.7150 0.8883 0.0 -0.2 -0.1
H -2.0478 -4.1406 -0.9337 0.1 0.0 -0.1
H -1.9808 -5.0346 0.6059 0.0 0.0 0.0

=====

19
Properties=species:S:1:pos:R:3:forces:R:3 method="wB97M-V/def2-TZVPD" homo_ha="0.0327 / 0.0331" e_lumo_ev="5.36 / 5.38" charge=-2 multiplicity=7
Tb 0.8860 -0.2987 -2.7034 -1.8 2.2 1.4
Cl 2.1462 -2.3985 -2.3055 0.9 -1.5 0.5
C 2.5018 1.1898 -3.4512 0.9 0.5 -0.3
C -0.5211 -0.8509 -4.4570 -0.7 -0.4 -0.8
H 2.3941 1.5340 -4.4907 0.1 0.0 0.1
H 2.5546 2.0648 -2.7827 0.0 -0.1 -0.1
H 3.4500 0.6323 -3.3535 0.1 0.2 -0.1
H -0.4054 -0.2816 -5.3879 0.0 0.0 -0.1
H -1.5833 -0.8308 -4.1769 0.0 0.0 0.0
H -0.2616 -1.9029 -4.6643 -0.1 0.0 -0.2
Sr 0.0645 0.3109 1.3513 -0.6 -0.1 -0.9
C -2.0635 -1.1543 1.3975 -0.1 -0.2 0.4
C -0.4476 1.1151 -1.1343 0.4 0.0 -0.7
H -2.8702 -0.6780 0.8192 0.1 -0.1 0.1
H -1.8140 -2.1124 0.9116 -0.1 0.0 0.1
H -2.4101 -1.3458 2.4242 -0.3 -0.3 0.0
H -1.5606 1.0814 -1.2260 0.3 -0.4 0.2
H -0.2756 2.2070 -0.9722 0.4 -0.1 -0.2
F 1.4886 0.6376 2.9800 0.6 0.2 0.7

=====

19
Properties=species:S:1:pos:R:3:forces:R:3 method="wB97M-V/def2-TZVPD" homo_ha="-0.2221 / -0.3204" e_lumo_ev="0.97 / -1.58" charge=0 multiplicity=3 de_lowest_ev=1.453
C -1.4335 0.3562 0.3881 -3.1 -3.3 1.7
C 1.5065 -2.0022 -1.1318 0.3 1.3 0.2
C 0.7133 2.0862 1.4568 -4.4 -2.5 -0.7
C 0.8449 0.0430 0.0590 1.6 -3.6 -0.5
N 1.6624 -0.8057 -0.3953 0.0 2.1 1.2
N 1.1952 1.2317 0.4087 0.5 2.8 0.4
Si -2.1526 -0.7630 -0.9524 1.2 0.8 -0.2
Cl -1.8101 -0.1565 2.0982 0.5 -0.2 -1.1
H 0.8162 -1.7102 -1.9201 0.6 -0.9 -1.0
H 0.9728 -2.6581 -0.4769 0.0 -1.2 0.2
H 2.5770 -2.2375 -1.3100 -1.2 -0.9 -0.8
H 1.3409 2.8326 1.7316 2.3 1.9 0.6
H -0.2353 2.5612 1.1076 0.6 0.0 0.6
H 0.4627 1.4076 2.2717 0.0 0.6 0.5
H -1.6243 1.3520 0.4932 -0.1 2.7 -0.7
H 2.1213 1.4422 0.2168 2.2 0.4 -0.8
H -2.3092 0.2836 -1.9864 -0.3 -0.2 -0.3
H -1.2853 -1.8499 -1.5459 -0.2 0.5 0.5
H -3.3630 -1.4132 -0.5130 -0.6 -0.1 0.2

=====

18
Properties=species:S:1:pos:R:3:forces:R:3 method="wB97M-V/def2-TZVPD" homo_ha=-0.3031 e_lumo_ev=-2.29 charge=0 multiplicity=1 de_lowest_ev=3.323
C 2.7937 -0.0046 -0.5118 1.5 -0.5 1.2
C 1.2747 -0.0167 -0.6015 0.7 0.3 -0.8
C 0.6797 -0.7539 0.5659 -1.8 -1.2 0.1
C -0.8768 -0.6605 0.6425 0.3 1.2 -1.0
Si -3.0299 1.6934 0.2091 2.1 -2.6 0.7
S -1.2290 1.0800 1.1423 -1.2 1.2 -0.1
Cl -4.0717 -1.6556 -0.1976 0.3 0.9 0.0
H 3.4483 -0.7745 -0.8891 -0.6 -1.1 -0.4
H 3.2778 0.1574 0.4871 -1.2 -0.1 -0.3
H 3.1620 0.8147 -1.0344 0.5 1.8 -1.2
H 0.9024 -0.3526 -1.6167 0.4 -0.1 1.2
H 1.0878 1.0497 -0.6040 -0.8 0.3 0.3
H 1.1130 -0.4219 1.4999 0.4 -0.4 0.2
H 0.7989 -1.8252 0.3401 0.5 0.2 0.7
H -1.0752 -0.5410 -0.4188 -1.0 -1.1 0.0
H -1.5518 -1.3491 1.1996 0.9 0.3 -0.6
H -3.7240 0.4618 -0.3144 -0.7 -0.6 -0.2
H -2.9799 3.0985 0.1018 -0.3 1.4 0.1

=====

17
Properties=species:S:1:pos:R:3:forces:R:3 method="wB97M-V/def2-TZVPD" homo_ha=-0.3714 smiles=C[Si](C)(C)CCl e_lumo_ev=0.83 charge=0 multiplicity=1 de_lowest_ev=1.673
C 0.3226 -0.2784 -1.8332 -0.2 0.4 0.1
Si 0.0876 0.0475 -0.0243 -0.5 -1.6 -0.2
C -1.6540 -0.3100 0.4722 -0.2 0.0 -0.2
C 1.0181 -1.2765 0.9027 0.4 0.6 0.4
C 0.4744 1.7829 0.4311 0.0 0.3 0.8
Cl -1.0123 2.7625 0.2491 0.0 0.4 -0.1
H 0.9977 0.4722 -2.2451 -0.1 -0.1 -0.3
H 0.8039 -1.2441 -1.8648 0.1 -0.4 -0.5
H -0.6386 -0.2930 -2.3612 0.4 0.0 -0.1
H -1.8670 -1.3872 0.4985 0.0 0.3 -0.2
H -2.2442 0.1915 -0.2859 -0.7 -0.1 0.1
H -1.8760 0.1160 1.4448 -0.2 0.1 0.2
H 1.3975 -0.9084 1.8644 -0.4 -0.4 0.1
H 1.8969 -1.5595 0.3529 0.4 -0.5 -0.3
H 0.3207 -2.1257 1.0018 0.5 0.3 0.2
H 0.6979 1.7363 1.4968 0.1 0.4 0.1
H 1.2748 2.2739 -0.0998 0.2 0.1 -0.1

=====

20
Properties=species:S:1:pos:R:3:forces:R:3 method="wB97M-V/def2-TZVPD" homo_ha="-0.9876 / -0.9745" e_lumo_ev="-18.52 / -23.20" charge=+4 multiplicity=5
In -11.9009 -1.3468 11.5029 -0.1 -1.4 -0.5
Cr -12.3149 2.3013 12.4054 -9.0 9.4 -3.3
F -11.8457 0.8078 12.1901 1.3 -11.2 -3.7
C -8.7640 2.6519 13.4414 -0.6 -0.6 0.2
C -10.2892 2.2705 13.1253 4.6 1.6 2.7
C -11.1440 2.3323 14.4332 4.4 -0.2 0.6
O -12.3945 1.9388 14.0543 -2.0 -0.1 4.9
C -13.3388 1.8495 15.1759 -2.6 -0.6 0.1
N -10.8318 3.1855 12.0007 4.1 -0.7 0.3
H -8.1093 1.8638 13.8132 -0.7 -0.8 0.7
H -8.7635 3.3990 14.2352 0.3 0.5 -0.4
H -8.1223 2.7982 12.5726 -0.6 1.0 -0.6
H -10.3076 1.2055 12.8940 1.0 0.8 -0.5
H -11.1389 3.2233 15.0611 0.0 0.4 -0.3
H -10.7110 1.5031 14.9927 0.2 0.1 0.5
H -13.4350 2.7567 15.7723 0.3 0.4 -0.5
H -13.1030 1.0174 15.8394 0.5 -0.2 -0.3
H -14.2282 1.6095 14.5932 -0.6 0.1 0.9
H -10.3914 4.0909 12.0808 -0.5 1.5 0.5
H -10.2956 2.8130 11.2301 -0.1 -0.1 -1.4

=====

19
Properties=species:S:1:pos:R:3:forces:R:3 method="wB97M-V/def2-TZVPD" homo_ha=-0.6938 e_lumo_ev=-14.55 charge=+2 multiplicity=1 de_lowest_ev=3.778
In -19.2616 -11.2756 15.7700 2.4 0.6 -1.3
F -17.7896 -10.4713 13.6753 -1.4 -1.0 2.2
C -17.0531 -15.2375 18.0922 0.1 -2.0 -0.8
C -16.9205 -13.9143 17.3443 0.4 2.4 2.0
C -16.8479 -13.9853 15.8078 0.1 -0.7 0.4
O -16.8079 -12.6650 15.3740 0.6 -0.2 -0.9
C -15.5680 -12.3091 14.7612 0.6 0.4 -0.6
N -17.9548 -12.9290 17.8427 -2.1 -2.6 -1.3
H -16.7935 -15.2238 19.1481 -0.1 0.6 0.0
H -16.3295 -15.9203 17.6212 0.3 0.3 0.0
H -17.9394 -15.8643 17.9542 -0.5 0.7 0.0
H -16.0640 -13.3925 17.7791 0.7 -0.5 -0.9
H -17.6782 -14.5519 15.3623 -0.6 0.4 0.2
H -15.9821 -14.5829 15.5183 0.3 0.3 0.1
H -15.5070 -11.2383 14.6055 -0.4 0.0 -0.1
H -15.4996 -12.8630 13.8103 -0.3 0.2 -0.2
H -14.6573 -12.6445 15.2750 -0.4 -0.1 0.6
H -18.8074 -13.4647 17.6319 -0.3 0.3 0.4
H -17.9868 -12.9239 18.8675 0.4 1.0 0.0

=====

23
Properties=species:S:1:pos:R:3:forces:R:3 method="wB97M-V/def2-TZVPD" homo_ha="-0.6131 / -0.6131" e_lumo_ev="-11.16 / -11.19" charge=+2 multiplicity=6 de_lowest_ev=0.817
C -2.0121 1.2827 0.4586 -0.1 -0.6 -0.6
P -0.4227 0.6535 1.1317 -1.8 0.1 1.3
C -0.8680 -0.5663 2.4192 0.3 -0.1 -0.7
N 0.5020 -0.1893 -0.0375 0.1 2.3 -0.4
C -0.0192 -0.0809 -1.4450 -0.1 -0.7 -0.8
C 0.6792 -1.1044 -2.3705 -0.2 -0.3 -0.1
O 0.8658 -2.3106 -1.6732 0.5 0.1 0.1
S 2.0943 0.3865 0.1802 0.8 -0.3 1.9
O 2.0395 1.6049 0.9054 -0.8 1.4 -0.4
O 2.8126 -0.6205 0.8018 1.0 -2.0 0.1
F 2.6675 0.6499 -1.1938 -0.5 0.2 -0.8
H -1.9016 2.0495 -0.3066 0.3 0.1 0.0
H -2.6257 0.4906 0.0279 0.0 -0.1 0.0
H -2.6308 1.7113 1.2637 0.1 -0.1 0.2
H -1.4726 -0.1088 3.2093 0.0 0.0 0.0
H -1.4103 -1.4071 1.9873 -0.1 0.0 0.0
H 0.0630 -0.9502 2.8353 0.0 0.0 0.2
H -1.0637 -0.3733 -1.4514 -0.1 0.0 0.4
H 0.0553 0.9259 -1.8517 0.1 0.1 0.1
H 1.5888 -0.7135 -2.8183 0.1 0.0 0.1
H -0.0140 -1.3039 -3.1875 -0.1 0.2 -0.1
H 1.8046 -2.5471 -1.6917 -0.3 -0.1 0.0
Mn -0.7322 2.5209 2.8069 0.9 -0.2 -0.6

=====

19
Properties=species:S:1:pos:R:3:forces:R:3 method="wB97M-V/def2-TZVPD" homo_ha="-0.0773 / -0.0897" e_lumo_ev="3.03 / 3.00" charge=-1 multiplicity=5
C 1.9850 -0.6652 3.0238 -0.2 0.3 -0.8
O 0.9733 -0.2588 1.7435 -0.1 0.3 0.2
C -0.3765 -0.0788 2.1057 0.4 -0.3 0.3
C -1.0917 0.6722 1.0087 -0.1 0.2 0.1
O -0.8197 0.0002 -0.2115 -0.3 0.0 0.0
C -1.5212 0.5215 -1.3256 0.0 0.0 -0.1
Fe 1.2639 -0.6810 -0.3132 0.4 -0.1 -0.1
H 2.9367 -0.5991 2.4791 -0.7 -0.3 0.4
H 1.8258 0.2100 3.6710 -0.1 -0.9 -0.1
H 1.5706 -1.6622 3.2447 0.5 0.9 0.2
H -0.4794 0.4943 3.0433 0.1 -0.1 -0.1
H -0.8525 -1.0614 2.2761 -0.1 0.2 -0.1
H -0.7306 1.7124 0.9442 0.0 -0.2 0.0
H -2.1764 0.6872 1.2009 0.1 0.0 -0.1
H -1.1944 -0.0382 -2.2095 0.0 0.2 0.3
H -2.6045 0.3940 -1.1825 0.1 0.0 0.0
H -1.2943 1.5899 -1.4650 0.0 -0.2 0.0
O 3.3388 -1.1980 4.7667 -0.2 0.2 -0.1
H 3.7708 -2.0015 4.4659 0.1 -0.1 0.0

=====

21
Properties=species:S:1:pos:R:3:forces:R:3 method="wB97M-V/def2-TZVPD" homo_ha=-0.4345 e_lumo_ev=-3.59 charge=+1 multiplicity=1 de_lowest_ev=1.164
C -0.3778 2.5537 -1.0295 -0.9 -1.6 -0.6
C -1.6227 1.7337 -0.5136 -0.4 4.7 0.2
C 0.5769 2.4955 1.1599 -1.7 1.2 0.6
C 2.0428 2.3292 1.2424 0.7 0.7 2.4
N -0.5061 2.0862 1.6513 2.6 1.4 -1.5
N -1.7290 0.5413 -0.6878 0.4 -3.9 -0.7
N 0.2440 3.5008 -0.0176 0.6 -0.5 -1.2
P -0.8831 1.1737 2.9810 0.2 -1.9 1.6
I -1.1434 -4.0628 -0.4560 1.7 0.1 0.6
I -3.4150 -0.5405 -0.1570 0.4 0.7 -0.2
H 0.3932 1.7948 -1.3843 -0.7 1.2 0.5
H -0.7389 3.1497 -1.8650 0.2 0.0 -0.2
H -2.4341 2.3875 -0.1417 0.2 -0.1 0.0
H 2.2679 1.6427 0.4811 0.8 -1.0 -1.2
H 2.3848 1.8677 2.2230 -0.6 0.6 -1.2
H 2.6103 3.2955 1.0814 -0.8 -1.1 0.2
H 0.4506 -3.9605 0.1626 -1.6 -0.1 -0.6
H 1.0241 3.9604 -0.5791 -0.7 -0.8 1.4
H -0.3495 4.2705 0.3325 -0.1 -0.7 -0.3
H -0.0430 0.0066 2.7855 -0.1 0.7 0.2
H -1.9853 0.4260 2.5164 -0.1 0.4 -0.3